(1)
Here is 13 unconnected molecules or ions with the total composition C22H63N7O26S6 in a non-equilibrium geometry from OMol25. Energies are from ωB97M-V with the def2-TZVPD basis set.

Last columns: bonded neighbours and bond lengths (Å).
CARTESIAN COORDINATES (ANGSTROEM)
1 C 2.0946 -20.4017 9.2710  N2 1.496, H5 1.146, H6 1.062, H7 1.096
2 N 1.9484 -21.6523 10.0795  C1 1.496, O3 1.196, O4 1.256
3 O 2.5381 -22.6151 9.6849  N2 1.196
4 O 1.0757 -21.6676 10.9833  N2 1.256
5 H 1.6350 -20.5534 8.2327  C1 1.146
6 H 3.0981 -20.0650 9.1803  C1 1.062
7 H 1.5028 -19.6471 9.8007  C1 1.096
8 C 1.1998 -24.7634 7.8043  N9 1.566, H12 1.113, H13 1.097, H14 1.091
9 N 2.1350 -23.7770 7.0257  C8 1.566, O10 1.191, O11 1.235
10 O 1.8193 -22.6395 6.8698  N9 1.191
11 O 3.1865 -24.2226 6.5564  N9 1.235
12 H 0.3903 -25.1013 7.1199  C8 1.113
13 H 0.7890 -24.1628 8.6257  C8 1.097
14 H 1.7441 -25.5550 8.3218  C8 1.091
15 C -3.0958 -25.6539 7.9445  N16 1.504, H19 1.096, H20 1.099, H21 1.078
16 N -4.5402 -26.0429 7.7885  C15 1.504, O17 1.213, O18 1.198
17 O -5.2067 -25.1620 7.2874  N16 1.213
18 O -4.9657 -27.1184 8.1001  N16 1.198
19 H -2.8372 -25.3668 8.9700  C15 1.096
20 H -2.7991 -24.8763 7.2275  C15 1.099
21 H -2.4402 -26.4861 7.7431  C15 1.078
22 C -7.4525 -22.7241 5.1483  N23 1.490, H26 1.091, H27 1.016, H28 1.097
23 N -6.9685 -22.8167 3.7422  C22 1.490, O24 1.220, O25 1.228
24 O -6.9843 -23.9206 3.2223  N23 1.220
25 O -6.5987 -21.7888 3.1813  N23 1.228
26 H -7.2512 -21.6972 5.4580  C22 1.091
27 H -6.9497 -23.3611 5.7593  C22 1.016
28 H -8.5268 -22.8553 4.9722  C22 1.097
29 C -5.8171 -23.1647 9.7413  N30 1.516, H33 1.131, H34 1.092, H35 1.139
30 N -5.0309 -22.0739 10.4417  C29 1.516, O31 1.223, O32 1.187
31 O -5.4214 -20.9203 10.3331  N30 1.223
32 O -4.0577 -22.3831 11.0462  N30 1.187
33 H -6.5228 -23.6663 10.4693  C29 1.131
34 H -5.0265 -23.8966 9.5648  C29 1.092
35 H -6.3025 -22.6837 8.8301  C29 1.139
36 C 0.4642 -16.9662 7.6078  N37 1.518, H40 1.089, H41 1.093, H42 1.076
37 N -0.4097 -18.0021 6.9246  C36 1.518, O38 1.206, O39 1.218
38 O 0.0591 -19.1020 6.7706  N37 1.206
39 O -1.5892 -17.7528 6.7524  N37 1.218
40 H 1.4636 -17.1496 7.2172  C36 1.089
41 H 0.3181 -17.1962 8.6662  C36 1.093
42 H 0.1040 -15.9622 7.4693  C36 1.076
43 C -2.3295 -19.7991 11.0241  N44 1.477, H47 1.096, H48 1.069, H49 1.151
44 N -2.0039 -18.3825 10.7641  C43 1.477, O45 1.240, O46 1.210
45 O -0.9677 -18.1915 10.1108  N44 1.240
46 O -2.7341 -17.5472 11.2482  N44 1.210
47 H -2.7287 -19.8365 12.0439  C43 1.096
48 H -1.4091 -20.3274 10.8915  C43 1.069
49 H -3.0800 -20.1527 10.2260  C43 1.151
50 C -3.2167 -25.6283 4.4126  S51 1.797, H54 1.091, H55 1.089, H56 1.122
51 S -1.5611 -24.9679 4.1806  C50 1.797, O52 1.461, C53 1.809
52 O -0.9106 -24.9788 5.4886  S51 1.461
53 C -0.8763 -26.4361 3.3757  S51 1.809, H57 1.089, H58 1.097, H59 1.113
54 H -3.1888 -26.5675 4.9666  C50 1.091
55 H -3.4954 -25.8186 3.3768  C50 1.089
56 H -3.8341 -24.8172 4.8818  C50 1.122
57 H -1.3322 -26.5517 2.3937  C53 1.089
58 H -1.0613 -27.3444 3.9624  C53 1.097
59 H 0.2132 -26.2246 3.2933  C53 1.113
60 C -3.5328 -22.5725 1.5182  S61 1.842, H64 1.103, H65 1.116, H66 1.081
61 S -2.4130 -23.2365 0.2153  C60 1.842, O62 1.460, C63 1.778
62 O -1.4602 -24.1703 0.8088  S61 1.460
63 C -3.5062 -24.1944 -0.8086  S61 1.778, H67 1.068, H68 1.069, H69 1.135
64 H -4.4896 -22.2132 1.1026  C60 1.103
65 H -2.9535 -21.8021 2.0812  C60 1.116
66 H -3.7836 -23.3586 2.2165  C60 1.081
67 H -4.2370 -23.5363 -1.2254  C63 1.068
68 H -3.9858 -25.0081 -0.3070  C63 1.069
69 H -2.7742 -24.5555 -1.5965  C63 1.135
70 C 1.8437 -20.8624 3.6967  S71 1.876, H74 1.103, H75 1.068, H76 1.093
71 S 0.3059 -21.9345 3.6140  C70 1.876, O72 1.471, C73 1.782
72 O -0.8151 -21.1406 3.0888  S71 1.471
73 C 0.9369 -22.7727 2.1737  S71 1.782, H77 1.143, H78 1.100, H79 1.073
74 H 1.5597 -20.0232 4.3539  C70 1.103
75 H 2.0920 -20.5691 2.7003  C70 1.068
76 H 2.5637 -21.5437 4.1578  C70 1.093
77 H 1.0074 -22.1504 1.2180  C73 1.143
78 H 0.2180 -23.5899 2.0158  C73 1.100
79 H 1.9083 -23.1544 2.4231  C73 1.073
80 O 0.3694 -26.5685 11.2059  S81 1.453
81 S -0.7740 -25.7154 11.4799  O80 1.453, O82 1.410, O83 1.589, C86 1.801
82 O -1.3963 -25.1465 10.3501  S81 1.410
83 O -1.8203 -26.5115 12.3731  S81 1.589, C84 1.477
84 C -2.7656 -27.4190 11.6916  O83 1.477, C85 1.544, H87 1.151, H88 1.102
85 C -3.7930 -27.7910 12.7823  C84 1.544, H89 1.104, H90 1.072, H91 1.053
86 C -0.1809 -24.4297 12.5933  S81 1.801, H92 1.061, H93 1.062, H94 1.055
87 H -2.1536 -28.3039 11.2842  C84 1.151
88 H -3.1605 -26.9710 10.7657  C84 1.102
89 H -3.3376 -28.3014 13.6483  C85 1.104
90 H -4.4884 -28.5270 12.4308  C85 1.072
91 H -4.3733 -26.9637 13.0772  C85 1.053
92 H 0.4969 -24.7717 13.3344  C86 1.061
93 H -0.9777 -23.8813 13.0326  C86 1.062
94 H 0.3973 -23.7717 12.0054  C86 1.055
95 O -4.5875 -22.4754 5.0511  S96 1.448
96 S -3.8544 -21.5890 5.9302  O95 1.448, O97 1.465, O98 1.588, C101 1.761
97 O -4.5039 -21.0975 7.1481  S96 1.465
98 O -2.6320 -22.5238 6.3221  S96 1.588, C99 1.462
99 C -1.4525 -22.1818 7.1145  O98 1.462, C100 1.541, H102 1.124, H103 1.081
100 C -1.7836 -22.2058 8.6195  C99 1.541, H104 1.114, H105 1.097, H106 1.132
101 C -3.2181 -20.1731 5.0977  S96 1.761, H107 1.134, H108 1.072, H109 1.052
102 H -1.1535 -21.1246 6.8770  C99 1.124
103 H -0.7924 -22.9853 6.8206  C99 1.081
104 H -2.6927 -21.6108 8.8677  C100 1.114
105 H -0.9324 -21.7396 9.1305  C100 1.097
106 H -1.7639 -23.3011 8.9056  C100 1.132
107 H -4.1657 -19.5544 5.1666  C101 1.134
108 H -3.0534 -20.4391 4.0721  C101 1.072
109 H -2.3991 -19.8166 5.6544  C101 1.052
110 O -5.0974 -17.8926 6.4972  S111 1.436
111 S -4.8883 -17.6818 7.9024  O110 1.436, O112 1.472, O113 1.587, C116 1.841
112 O -3.7098 -18.3364 8.4943  S111 1.472
113 O -4.9045 -16.1173 8.1695  S111 1.587, C114 1.469
114 C -3.7745 -15.3713 7.5997  O113 1.469, C115 1.487, H117 1.098, H118 1.098
115 C -2.8448 -14.9428 8.6780  C114 1.487, H119 1.089, H120 1.119, H121 1.096
116 C -6.4600 -18.0337 8.7934  S111 1.841, H122 1.082, H123 1.087, H124 1.143
117 H -4.2858 -14.5298 7.1148  C114 1.098
118 H -3.3504 -15.9069 6.7405  C114 1.098
119 H -2.3490 -14.0685 8.2585  C115 1.089
120 H -2.1028 -15.7358 8.9460  C115 1.119
121 H -3.3382 -14.6093 9.5984  C115 1.096
122 H -6.3202 -17.9114 9.8596  C116 1.082
123 H -6.6986 -19.0793 8.6170  C116 1.087
124 H -7.3267 -17.3930 8.4117  C116 1.143

Its total energy is -5603.86224 Eh. The calculation puts the largest force on an atom at 4.17 eV/A. Its net charge is 0. Its spin multiplicity is 1. The calculation puts the frontier orbital gap at 8.439 eV.

***

(2)
Here is 9 unconnected molecules or ions with the total composition C22H64N2O9 in a non-equilibrium geometry from OMol25. Energies are from ωB97M-V with the def2-TZVPD basis set.

Last columns: bonded neighbours and bond lengths (Å).
CARTESIAN COORDINATES (ANGSTROEM)
1 C -6.9789 -19.2936 -7.1277  C2 1.513, H4 1.090, H5 1.090, H6 1.090
2 C -7.3468 -19.8473 -8.4873  C1 1.513, O3 1.452, H7 1.090, H8 1.090
3 O -8.5259 -19.2231 -9.0607  C2 1.452, H9 0.960
4 H -6.9256 -18.2128 -7.2584  C1 1.090
5 H -6.0435 -19.7196 -6.7648  C1 1.090
6 H -7.7720 -19.5078 -6.4114  C1 1.090
7 H -7.4539 -20.9305 -8.4299  C2 1.090
8 H -6.5296 -19.7689 -9.2044  C2 1.090
9 H -9.2385 -19.7223 -8.6549  O3 0.960
10 C -4.8784 -19.2077 -13.1792  C11 1.506, H13 1.090, H14 1.090, H15 1.090
11 C -3.5664 -18.6792 -12.6620  C10 1.506, O12 1.424, H16 1.090, H17 1.090
12 O -2.6276 -18.6363 -13.7314  C11 1.424, H18 0.960
13 H -5.5688 -19.3560 -12.3489  C10 1.090
14 H -4.8256 -20.1740 -13.6807  C10 1.090
15 H -5.3154 -18.4918 -13.8752  C10 1.090
16 H -3.1390 -19.4160 -11.9819  C11 1.090
17 H -3.6385 -17.7184 -12.1523  C11 1.090
18 H -1.7455 -18.4108 -13.4271  O12 0.960
19 C -4.7055 -24.8560 -14.3466  C20 1.527, H22 1.090, H23 1.090, H24 1.090
20 C -4.9138 -23.8115 -15.4413  C19 1.527, O21 1.384, H25 1.090, H26 1.090
21 O -4.1055 -22.6949 -15.3143  C20 1.384, H27 0.960
22 H -3.6724 -25.2032 -14.3281  C19 1.090
23 H -5.3392 -25.7347 -14.4672  C19 1.090
24 H -4.9801 -24.3803 -13.4051  C19 1.090
25 H -5.9512 -23.4817 -15.4978  C20 1.090
26 H -4.7718 -24.2769 -16.4166  C20 1.090
27 H -4.4203 -22.1111 -16.0083  O21 0.960
28 C -11.3054 -24.3396 -15.2924  C29 1.549, H31 1.090, H32 1.090, H33 1.090
29 C -9.7955 -24.1839 -15.6004  C28 1.549, O30 1.413, H34 1.090, H35 1.090
30 O -9.5307 -22.8650 -16.0328  C29 1.413, H36 0.960
31 H -11.8900 -24.3964 -16.2107  C28 1.090
32 H -11.5879 -23.5189 -14.6330  C28 1.090
33 H -11.5257 -25.2751 -14.7782  C28 1.090
34 H -9.6122 -24.9521 -16.3517  C29 1.090
35 H -9.2363 -24.3576 -14.6810  C29 1.090
36 H -10.0736 -22.6256 -16.7875  O30 0.960
37 C -7.5300 -21.4286 -11.7099  C38 1.522, H40 1.090, H41 1.090, H42 1.090
38 C -7.7595 -21.7953 -13.1693  C37 1.522, O39 1.389, H43 1.090, H44 1.090
39 O -9.0877 -21.5897 -13.5193  C38 1.389, H45 0.960
40 H -7.8309 -20.3942 -11.5442  C37 1.090
41 H -6.4754 -21.5701 -11.4734  C37 1.090
42 H -8.0215 -22.0916 -10.9979  C37 1.090
43 H -7.6303 -22.8775 -13.1757  C38 1.090
44 H -7.0149 -21.4047 -13.8629  C38 1.090
45 H -9.2004 -22.0785 -14.3378  O39 0.960
46 C -5.4250 -23.5291 -9.4312  C47 1.467, H49 1.090, H50 1.090, H51 1.090
47 C -4.5265 -23.3210 -10.5725  C46 1.467, O48 1.425, H52 1.090, H53 1.090
48 O -4.1680 -21.9425 -10.5231  C47 1.425, H54 0.960
49 H -5.7821 -24.5590 -9.4340  C46 1.090
50 H -6.3216 -22.9350 -9.6080  C46 1.090
51 H -5.0701 -23.2264 -8.4461  C46 1.090
52 H -5.0731 -23.5462 -11.4882  C47 1.090
53 H -3.6153 -23.9142 -10.4942  C47 1.090
54 H -3.5403 -21.8525 -11.2439  O48 0.960
55 C -10.4014 -18.6214 -12.3576  C56 1.565, H58 1.090, H59 1.090, H60 1.090
56 C -11.0784 -19.8277 -11.6253  C55 1.565, O57 1.393, H61 1.090, H62 1.090
57 O -11.5121 -20.6775 -12.6397  C56 1.393, H63 0.960
58 H -9.6014 -19.0024 -12.9924  C55 1.090
59 H -9.9782 -17.8965 -11.6623  C55 1.090
60 H -11.1595 -18.1970 -13.0158  C55 1.090
61 H -11.9086 -19.4963 -11.0016  C56 1.090
62 H -10.2823 -20.2839 -11.0368  C56 1.090
63 H -10.7271 -20.9880 -13.0968  O57 0.960
64 C -12.9481 -24.2272 -11.0884  C65 1.542, H70 1.090, H71 1.090, H72 1.090
65 C -11.9415 -23.5645 -10.1261  C64 1.542, C66 1.553, N69 1.437, H73 1.090
66 C -10.4578 -23.6102 -10.5815  C65 1.553, O67 1.463, H74 1.090, H75 1.090
67 O -9.9149 -24.9683 -10.6208  C66 1.463, C68 1.424
68 C -8.7139 -25.0327 -11.3837  O67 1.424, H76 1.090, H77 1.090, H78 1.090
69 N -12.3428 -22.2019 -9.9094  C65 1.437, H79 1.010, H80 1.010
70 H -13.9349 -24.3720 -10.6487  C64 1.090
71 H -12.5449 -25.1998 -11.3707  C64 1.090
72 H -13.0098 -23.6602 -12.0173  C64 1.090
73 H -12.0491 -24.0510 -9.1567  C65 1.090
74 H -9.8119 -23.0957 -9.8700  C66 1.090
75 H -10.4018 -23.0060 -11.4870  C66 1.090
76 H -8.8481 -24.6191 -12.3833  C68 1.090
77 H -8.3645 -26.0586 -11.5003  C68 1.090
78 H -7.8727 -24.5458 -10.8905  C68 1.090
79 H -13.3516 -22.2239 -9.8674  N69 1.010
80 H -12.1927 -21.7725 -10.8111  N69 1.010
81 C -6.7058 -21.2892 -18.5747  C82 1.507, H87 1.090, H88 1.090, H89 1.090
82 C -5.9870 -20.2671 -17.7327  C81 1.507, C83 1.593, N86 1.452, H90 1.090
83 C -6.9060 -19.8099 -16.5148  C82 1.593, O84 1.411, H91 1.090, H92 1.090
84 O -8.0502 -19.1785 -17.0474  C83 1.411, C85 1.405
85 C -9.1631 -19.0098 -16.2072  O84 1.405, H93 1.090, H94 1.090, H95 1.090
86 N -4.7308 -20.8545 -17.3006  C82 1.452, H96 1.010, H97 1.010
87 H -6.9360 -22.1851 -17.9981  C81 1.090
88 H -6.1593 -21.5970 -19.4662  C81 1.090
89 H -7.6829 -20.9272 -18.8943  C81 1.090
90 H -5.7274 -19.4188 -18.3661  C82 1.090
91 H -6.4004 -19.0694 -15.8950  C83 1.090
92 H -7.0650 -20.6828 -15.8817  C83 1.090
93 H -9.5010 -19.9628 -15.8000  C85 1.090
94 H -9.9496 -18.4976 -16.7614  C85 1.090
95 H -8.9828 -18.3985 -15.3230  C85 1.090
96 H -4.2272 -21.0961 -18.1420  N86 1.010
97 H -4.2358 -20.0717 -16.8976  N86 1.010

As for the energy relative to the best compared isomer or geometry (same formula, charge and spin): 0.00 kJ/mol. Its total energy is -1663.11147 Eh. The calculation puts the largest force on an atom at 2.72 eV/A. Its net charge is -1. Its spin multiplicity is 2. The calculation puts the frontier orbital gap (spin up / spin down) at 1.522 / 9.337 eV.